Entry 1:
ORCA calculation (ωB97M-V with the def2-TZVPD basis set) on a cluster of 3 separate species, C4H13NO2 in total at a distorted geometry.

As for the net charge: 0. As for the multiplicity: 1. For the relative energy (zero: lowest compared OMol25 entry of this formula, charge and spin), the calculation gives 1.189 eV. As for the LUMO energy: 0.7 eV. The HOMO energy is -7.5 eV. The HOMO-LUMO gap comes out at 0.303 Ha.

Structure (XYZ):
```
20
Properties=species:S:1:pos:R:3:lowdin_charge:R:1
C -0.164 2.689 0.413 -0.13
C -0.007 1.468 -0.423 -0.16
C 0.023 0.216 0.091 -0.39
C -0.016 -1.029 -0.763 -0.05
N 0.030 0.044 1.505 0.08
H -1.207 3.005 0.412 0.07
H 0.457 3.483 -0.027 0.07
H 0.226 2.679 1.433 0.07
H 0.354 1.441 -1.447 0.09
H 0.860 -1.666 -0.838 0.07
H -0.771 -1.671 -0.283 0.06
H -0.403 -0.682 -1.717 0.07
H -0.689 0.572 1.969 0.08
H -0.007 -0.927 1.742 0.06
O 3.326 -0.407 -1.395 -0.05
H 3.473 0.492 -1.700 0.04
H 3.379 -0.957 -2.169 0.02
O -2.684 -2.669 1.244 -0.06
H -2.524 -3.341 0.589 0.02
H -3.654 -2.742 1.364 0.05
```


Entry 2:
ORCA calculation (ωB97M-V with the def2-TZVPD basis set) on a cluster of 3 separate species, C4H10O3 in total.

As for the net charge: 0. As for the multiplicity: 1. For the relative energy (zero: lowest compared OMol25 entry of this formula, charge and spin), the calculation gives 1.605 eV. As for the LUMO energy: 0.6 eV. The HOMO energy is -8.9 eV. The HOMO-LUMO gap comes out at 0.347 Ha.

Structure (XYZ):
```
17
Properties=species:S:1:pos:R:3:lowdin_charge:R:1
C -1.628 2.021 1.135 0.04
C -0.779 1.056 1.466 -0.13
C -0.595 -0.216 0.756 -0.44
C 0.242 -1.139 1.240 0.04
O -1.330 -0.391 -0.375 0.02
H -2.177 2.090 0.215 0.06
H -1.693 2.889 1.768 0.05
H -0.250 1.184 2.409 0.10
H 0.395 -2.051 0.675 0.08
H 0.788 -0.974 2.165 0.07
H -0.730 -0.437 -1.145 0.06
O 2.682 -0.352 -0.610 -0.06
H 2.068 -0.300 0.133 0.00
H 3.578 -0.440 -0.258 0.05
O 0.374 -0.445 -2.564 -0.04
H 1.208 -0.263 -2.110 0.02
H 0.503 -1.343 -2.900 0.07
```


Entry 3:
ORCA calculation (ωB97M-V with the def2-TZVPD basis set) on a structure of composition C3H6BeFO2 at a distorted geometry.

As for the net charge: 0. As for the multiplicity: 2. As for the LUMO energy (spin up / spin down): 0.5 / -0.2 eV. The HOMO energy (spin up / spin down) is -6.8 / -8.9 eV. The HOMO-LUMO gap (spin up / spin down) comes out at 0.267 / 0.318 Ha.

Structure (XYZ):
```
13
Properties=species:S:1:pos:R:3:lowdin_spin:R:1
O 1.876 1.738 0.639 0.10
C 0.653 1.766 0.246 0.02
C -0.055 0.614 -0.050 0.02
O 0.662 -0.563 0.196 0.15
C -0.114 -1.741 0.384 0.03
Be 2.113 -0.104 0.675 0.65
H 0.178 2.735 0.038 0.00
H -1.071 0.578 -1.718 0.00
H -0.553 -2.052 -0.574 0.00
H 0.559 -2.521 0.755 0.02
H -0.915 -1.551 1.111 0.00
H -1.156 0.583 0.000 0.00
F -2.175 0.520 -1.701 0.00
```


Entry 4:
ORCA calculation (ωB97M-V with the def2-TZVPD basis set) on a cluster of 10 separate species, C42H102N10O6 in total at a distorted geometry.

As for the net charge: 0. As for the multiplicity: 1. For the relative energy (zero: lowest compared OMol25 entry of this formula, charge and spin), the calculation gives 1.901 eV. As for the LUMO energy: 0.4 eV. The HOMO energy is -8.1 eV. The HOMO-LUMO gap comes out at 0.311 Ha.

Structure (XYZ):
```
160
Properties=species:S:1:pos:R:3:lowdin_charge:R:1
C 1.454 0.590 -5.537 -0.07
C -0.038 0.619 -5.971 -0.24
N -0.432 -0.673 -6.548 -0.18
C -0.275 -1.788 -5.663 -0.26
C -0.835 -1.697 -4.260 -0.08
C -1.742 -0.537 -7.141 -0.27
C -2.106 -1.676 -8.107 -0.08
H 2.180 0.292 -6.294 0.08
H 1.665 0.001 -4.644 0.06
H 1.711 1.625 -5.309 0.06
H -0.666 0.974 -5.153 0.08
H -0.066 1.374 -6.756 0.11
H -0.667 -2.681 -6.149 0.10
H 0.785 -1.980 -5.492 0.11
H -1.739 -1.092 -4.194 0.07
H -0.897 -2.640 -3.716 0.07
H -0.120 -1.186 -3.615 0.04
H -1.718 0.319 -7.816 0.11
H -2.513 -0.271 -6.418 0.09
H -2.007 -2.697 -7.739 0.06
H -1.392 -1.504 -8.912 0.08
H -3.112 -1.548 -8.506 0.07
C -0.838 4.084 -5.314 -0.06
C -1.556 4.664 -4.032 -0.24
N -2.287 3.710 -3.185 -0.17
C -3.398 2.987 -3.882 -0.23
C -4.370 3.955 -4.593 -0.08
C -1.417 2.735 -2.518 -0.25
C -0.160 3.169 -1.703 -0.08
H -1.479 3.486 -5.963 0.06
H -0.126 3.378 -4.886 0.04
H -0.355 4.880 -5.880 0.07
H -0.771 5.137 -3.441 0.10
H -2.193 5.516 -4.269 0.10
H -2.947 2.337 -4.633 0.09
H -3.924 2.299 -3.220 0.09
H -5.099 3.391 -5.175 0.07
H -4.863 4.591 -3.858 0.07
H -3.868 4.610 -5.304 0.06
H -1.078 1.999 -3.247 0.08
H -2.020 2.177 -1.802 0.10
H -0.374 4.046 -1.092 0.07
H 0.681 3.379 -2.364 0.07
H 0.111 2.350 -1.037 0.05
C -6.952 -0.214 -1.688 -0.09
C -5.465 0.071 -1.931 -0.23
N -4.578 -1.101 -2.298 -0.15
C -4.339 -1.973 -1.135 -0.26
C -3.108 -2.857 -1.306 -0.07
C -5.134 -1.896 -3.399 -0.26
C -5.257 -1.081 -4.712 -0.07
H -7.003 -0.974 -0.909 0.07
H -7.468 -0.618 -2.559 0.06
H -7.450 0.625 -1.202 0.08
H -5.348 0.908 -2.619 0.08
H -5.218 0.516 -0.967 0.10
H -4.185 -1.335 -0.264 0.08
H -5.192 -2.612 -0.907 0.11
H -2.858 -3.200 -0.302 0.05
H -3.320 -3.667 -2.005 0.07
H -2.246 -2.289 -1.655 0.05
H -6.064 -2.408 -3.152 0.11
H -4.404 -2.665 -3.653 0.10
H -5.245 -1.659 -5.635 0.07
H -4.379 -0.443 -4.816 0.05
H -6.185 -0.510 -4.675 0.06
C -2.761 0.049 1.622 -0.10
C -1.677 0.721 2.423 -0.25
N -2.177 1.922 3.148 -0.16
C -1.339 2.194 4.370 -0.22
C 0.075 2.589 3.959 -0.08
C -2.419 3.066 2.265 -0.25
C -3.183 4.225 2.975 -0.08
H -2.416 -0.882 1.173 0.04
H -3.154 0.608 0.773 0.06
H -3.588 -0.268 2.258 0.08
H -1.294 -0.023 3.121 0.10
H -0.884 0.973 1.718 0.10
H -1.327 1.287 4.975 0.10
H -1.708 2.923 5.092 0.10
H 0.534 1.758 3.423 0.06
H 0.712 2.837 4.807 0.07
H 0.053 3.500 3.362 0.06
H -1.505 3.413 1.784 0.09
H -3.093 2.762 1.464 0.10
H -3.833 3.811 3.746 0.07
H -2.467 4.901 3.443 0.06
H -3.796 4.829 2.306 0.06
C 2.422 3.631 0.479 -0.06
N 2.424 4.727 1.396 0.01
C 2.814 4.649 2.683 -0.52
C 2.631 5.982 3.457 0.00
O 3.291 3.621 3.193 0.00
H 2.742 3.904 -0.527 0.09
H 1.374 3.330 0.453 0.06
H 3.058 2.780 0.723 0.08
H 2.015 5.623 1.173 0.13
H 2.747 6.894 2.873 0.07
H 3.141 6.052 4.418 0.08
H 1.572 6.002 3.716 0.07
C 3.427 -4.013 3.383 -0.05
N 2.565 -3.821 2.161 0.05
C 2.711 -4.524 1.004 -0.49
C 1.747 -4.249 -0.143 0.01
O 3.611 -5.414 0.877 -0.03
H 2.878 -4.648 4.078 0.08
H 3.693 -3.075 3.870 0.05
H 4.372 -4.522 3.193 0.04
H 1.844 -3.114 2.156 0.07
H 2.258 -4.010 -1.076 0.09
H 1.188 -3.351 0.122 0.04
H 1.157 -5.143 -0.342 0.09
C 6.967 -5.151 2.708 -0.07
N 7.973 -4.064 2.825 0.03
C 7.713 -2.758 2.758 -0.57
C 6.292 -2.234 2.751 0.00
O 8.635 -1.962 2.732 0.03
H 6.163 -5.109 1.974 0.07
H 6.442 -5.413 3.626 0.07
H 7.552 -5.982 2.312 0.08
H 8.954 -4.297 2.768 0.14
H 6.249 -1.168 2.974 0.08
H 5.823 -2.675 3.630 0.05
H 5.723 -2.431 1.842 0.09
C 0.521 -2.534 5.294 -0.05
N -0.514 -3.186 4.525 0.03
C -0.697 -3.085 3.208 -0.47
C -1.821 -3.892 2.535 0.02
O -0.013 -2.376 2.407 -0.06
H 0.528 -2.816 6.347 0.10
H 0.397 -1.455 5.205 0.08
H 1.464 -2.798 4.816 0.05
H -1.027 -3.984 4.874 0.14
H -1.328 -4.548 1.818 0.09
H -2.431 -3.251 1.900 0.06
H -2.420 -4.451 3.254 0.08
C 4.952 -1.767 7.100 -0.07
N 4.848 -0.437 6.534 0.01
C 3.841 -0.027 5.752 -0.54
C 3.820 1.453 5.364 0.01
O 2.912 -0.786 5.506 0.02
H 5.912 -1.950 7.584 0.08
H 4.801 -2.516 6.323 0.07
H 4.217 -1.973 7.878 0.08
H 5.622 0.188 6.709 0.14
H 2.771 1.665 5.155 0.06
H 4.401 1.677 4.469 0.08
H 4.024 2.050 6.252 0.08
C 0.105 -0.740 -0.866 -0.07
N 0.815 -0.559 0.355 0.01
C 2.026 0.030 0.488 -0.52
C 2.563 0.040 1.923 0.02
O 2.674 0.517 -0.450 0.00
H 0.632 -0.149 -1.615 0.08
H -0.909 -0.354 -0.759 0.08
H 0.092 -1.800 -1.120 0.07
H 0.405 -0.844 1.233 0.06
H 3.488 -0.535 1.895 0.08
H 1.848 -0.453 2.581 0.06
H 2.810 1.058 2.227 0.06
```